Arrangement one

Below is the ion C3H6NO2 with charge -1, with properties calculated with ωB97M-V with the def2-TZVPD basis set.

Output
**HOMO energy**: -3.97 eV
**SMILES**: NCCC(=O)[O-]
**Total charge**: -1
**2S+1**: 1
**Orbital gap**: 0.296 hartree

Each line ends with the Löwdin charge.
Cartesian coordinates (Å):
N (-0.938, 1.681, -0.881)  -0.02
C (-0.775, 0.336, -0.182)  -0.29
C (0.615, -0.154, 0.212)  -0.18
C (0.820, -1.471, 1.120)  -0.66
O (-0.189, -2.245, 1.269)  -0.12
O (2.095, -1.557, 1.465)  -0.18
H (-0.101, 1.994, -1.310)  0.02
H (-1.581, 1.538, -1.603)  0.01
H (-1.029, -0.407, -0.893)  0.07
H (-1.429, 0.216, 0.789)  0.13
H (1.270, -0.573, -0.654)  0.12
H (1.242, 0.643, 0.667)  0.09


Arrangement two

Below is the ion C3H6NO2 with charge -1, with properties calculated with ωB97M-V with the def2-TZVPD basis set.

Output
**HOMO energy**: -2.94 eV
**SMILES**: O=CCNC[O-]
**Total charge**: -1
**2S+1**: 1
**Orbital gap**: 0.263 hartree

Each line ends with the Löwdin charge.
Cartesian coordinates (Å):
O (-2.519, 0.674, 1.160)  -0.01
C (-1.347, 0.409, 0.997)  -0.29
C (-0.402, 1.078, 0.016)  -0.24
N (-0.041, -0.078, -0.885)  -0.10
C (1.203, -1.141, -0.422)  -0.53
O (2.284, -0.634, 0.054)  -0.29
H (-0.980, -0.566, 1.353)  0.10
H (-0.984, 1.820, -0.540)  0.10
H (0.441, 1.450, 0.619)  0.10
H (0.570, 0.391, -1.565)  0.04
H (0.656, -1.614, 0.517)  0.07
H (1.119, -1.789, -1.304)  0.06


Name the most stable of them. arrangement one.